[1]
{
  "formula": "C8H16O4Se",
  "method": "the ωB97M-V functional and the def2-TZVPD basis",
  "symbols": ["C", "C", "C", "C", "C", "C", "C", "C", "O", "O", "O", "O", "Se", "H", "H", "H", "H", "H", "H", "H", "H", "H", "H", "H", "H", "H", "H", "H", "H"],
  "xyz": [[-0.58, -1.05, 0.83], [0.44, -1.55, -0.11], [-1.53, 0.11, 0.52], [-0.10, 1.39, -0.16], [1.27, -0.36, -0.72], [0.54, 1.84, 1.12], [2.90, 0.11, -2.33], [-3.78, 1.18, -1.04], [0.52, 0.77, -1.20], [-1.53, -2.11, 1.14], [1.23, -2.46, 0.67], [2.05, -0.83, -1.78], [-2.53, -0.37, -0.95], [-0.11, -0.72, 1.81], [0.03, -1.95, -1.10], [-2.11, 0.66, 1.33], [-0.42, 2.25, -0.71], [1.91, 0.08, 0.05], [1.32, 2.54, 0.94], [1.04, 1.16, 1.78], [-0.20, 2.32, 1.70], [3.65, 0.27, -1.54], [2.30, 1.02, -2.58], [3.21, -0.32, -3.32], [-3.92, 1.71, -0.09], [-3.31, 1.85, -1.82], [-4.72, 0.94, -1.50], [-0.98, -2.81, 1.43], [1.94, -2.71, 0.10]],
  "nbo_charge": [0.009, 0.018, -0.449, 0.146, 0.364, -0.686, -0.259, -0.794, -0.522, -0.716, -0.708, -0.543, 0.341, 0.194, 0.205, 0.240, 0.191, 0.135, 0.213, 0.211, 0.227, 0.171, 0.192, 0.202, 0.221, 0.215, 0.227, 0.471, 0.483],
  "homo_ev": -7.38,
  "relative_energy_kcal_mol": 17.0,
  "gap_ha": 0.299,
  "e_tot_ha": -3016.6683,
  "spin_multiplicity": 1
}

[2]
{
  "formula": "C2H5N3O",
  "method": "the ωB97M-V functional and the def2-TZVPD basis",
  "symbols": ["H", "N", "C", "N", "O", "C", "N", "H", "H", "H", "H"],
  "xyz": [[3.14, -0.64, -0.09], [2.09, -0.77, -0.10], [1.42, 0.29, -0.02], [0.05, 0.22, 0.29], [-0.41, 1.38, -0.14], [-0.88, -0.78, 0.08], [-2.11, -0.42, -0.11], [-2.85, -1.26, -0.13], [1.49, 1.36, 0.11], [-1.38, 1.04, 0.33], [-0.48, -1.83, -0.01]],
  "nbo_charge": [0.360, -0.662, 0.269, -0.189, -0.569, 0.249, -0.757, 0.389, 0.200, 0.500, 0.209],
  "homo_ev": -8.86,
  "relative_energy_kcal_mol": 112.8,
  "gap_ha": 0.360,
  "e_tot_ha": -318.5707,
  "spin_multiplicity": 1
}

[3]
{
  "formula": "C4H7NO2S",
  "method": "the ωB97M-V functional and the def2-TZVPD basis",
  "symbols": ["O", "C", "O", "N", "C", "C", "C", "S", "H", "H", "H", "H", "H", "H", "H"],
  "xyz": [[2.55, -0.33, -0.75], [2.46, -0.98, 0.35], [3.18, -1.59, 1.18], [1.05, -1.34, 0.49], [0.02, -0.83, -0.42], [-0.91, 0.15, 0.31], [-1.47, 1.17, -0.61], [-3.13, 1.78, -0.23], [0.69, -1.91, 1.29], [-0.57, -1.63, -0.95], [0.37, -0.27, -1.25], [-1.67, -0.35, 0.86], [-0.27, 0.57, 1.21], [-1.47, 0.88, -1.73], [-0.89, 2.00, -0.43]],
  "nbo_charge": [-0.822, 0.881, -0.811, -0.739, -0.210, -0.414, -0.532, -0.789, 0.352, 0.140, 0.224, 0.184, 0.181, 0.168, 0.189],
  "charge": -2,
  "homo_ev": 0.28,
  "relative_energy_kcal_mol": 33.1,
  "gap_ha": 0.211,
  "e_tot_ha": -760.0103,
  "spin_multiplicity": 1
}

[4]
{
  "formula": "C5H8N2O",
  "method": "the ωB97M-V functional and the def2-TZVPD basis",
  "symbols": ["N", "C", "C", "N", "C", "O", "C", "C", "H", "H", "H", "H", "H", "H", "H", "H"],
  "xyz": [[1.46, 0.51, -1.41], [0.59, 0.18, -0.40], [-0.71, 0.53, -0.32], [-1.49, 1.33, -1.12], [-1.26, -0.23, 0.82], [-2.42, -0.22, 1.20], [-0.16, -1.20, 1.34], [1.11, -0.57, 0.79], [1.14, 1.28, -1.99], [2.44, 0.57, -1.14], [-1.13, 1.42, -2.06], [-2.47, 1.03, -1.12], [-0.18, -1.22, 2.43], [-0.33, -2.20, 0.92], [1.86, -1.33, 0.54], [1.55, 0.12, 1.52]],
  "nbo_charge": [-0.800, 0.202, -0.047, -0.805, 0.551, -0.583, -0.483, -0.437, 0.376, 0.386, 0.364, 0.396, 0.222, 0.229, 0.211, 0.217],
  "homo_ev": -7.73,
  "relative_energy_kcal_mol": 5.9,
  "gap_ha": 0.311,
  "e_tot_ha": -380.0788,
  "spin_multiplicity": 1
}

[5]
{
  "formula": "C2H2I2P",
  "method": "the ωB97M-V functional and the def2-TZVPD basis",
  "symbols": ["C", "C", "P", "I", "I", "H", "H"],
  "xyz": [[0.34, 0.43, 0.51], [0.31, -0.33, 1.46], [-4.33, 0.03, -1.22], [-4.77, -2.01, -0.06], [-4.68, 1.98, 0.11], [0.10, 1.04, -0.26], [-0.06, -0.89, 2.20]],
  "nbo_charge": [-0.223, -0.200, 0.489, 0.256, 0.254, 0.209, 0.215],
  "charge": 1,
  "homo_ev": -13.33,
  "relative_energy_kcal_mol": 45.5,
  "gap_ha": 0.193,
  "e_tot_ha": -1013.7505,
  "spin_multiplicity": 1
}

[6]
{
  "formula": "C4H6ClF",
  "method": "the ωB97M-V functional and the def2-TZVPD basis",
  "symbols": ["C", "C", "C", "F", "C", "Cl", "H", "H", "H", "H", "H", "H"],
  "xyz": [[1.32, 0.80, -1.37], [0.61, 0.10, -0.47], [0.43, 0.79, 0.94], [1.38, 1.81, 1.23], [-0.12, -1.14, -0.75], [-1.72, -1.18, 0.08], [1.50, 0.52, -2.39], [1.88, 1.60, -1.03], [-0.44, 1.43, 0.91], [0.24, 0.24, 1.96], [0.45, -1.94, -0.21], [-0.29, -1.48, -1.82]],
  "nbo_charge": [-0.363, -0.064, 0.009, -0.382, -0.401, -0.072, 0.201, 0.212, 0.189, 0.198, 0.229, 0.244],
  "homo_ev": -9.95,
  "relative_energy_kcal_mol": 23.3,
  "gap_ha": 0.400,
  "e_tot_ha": -716.0140,
  "spin_multiplicity": 1
}